Run w
{
  "formula": "C3H9NO",
  "method": "ωB97M-V with the def2-TZVPD basis set",
  "charge": 0,
  "orbital_gap_ev": 10.04,
  "smiles": "C=CO.CN",
  "elements": ["C", "C", "O", "H", "H", "H", "H", "C", "N", "H", "H", "H", "H", "H"],
  "xyz": [[-0.65, -3.01, 4.23], [-0.75, -1.86, 3.58], [-1.46, -0.80, 4.08], [-0.50, -4.01, 3.87], [-0.57, -3.25, 5.30], [-0.46, -1.61, 2.57], [-1.72, -1.07, 4.96], [1.38, 1.99, -4.28], [0.16, 2.47, -3.60], [1.54, 2.31, -5.31], [1.28, 0.91, -4.14], [2.23, 2.23, -3.63], [-0.64, 2.22, -4.16], [0.15, 3.48, -3.47]]
}

Run x
{
  "formula": "C3H9NO",
  "method": "ωB97M-V with the def2-TZVPD basis set",
  "charge": 0,
  "orbital_gap_ev": 9.97,
  "smiles": "C[C@H](N)CO",
  "elements": ["C", "C", "N", "C", "O", "H", "H", "H", "H", "H", "H", "H", "H", "H"],
  "xyz": [[0.54, -1.32, 0.09], [0.22, 0.10, -0.44], [1.41, 0.94, -0.33], [-0.85, 0.56, 0.45], [-2.07, -0.08, 0.01], [1.02, -1.31, 1.12], [0.99, -2.06, -0.73], [-0.44, -1.78, 0.37], [-0.05, 0.09, -1.51], [1.82, 1.01, 0.60], [1.30, 1.91, -0.77], [-0.91, 1.76, 0.66], [-0.62, -0.13, 1.45], [-2.36, 0.31, -0.95]]
}

Run y
{
  "formula": "C3H9NO",
  "method": "ωB97M-V with the def2-TZVPD basis set",
  "charge": 0,
  "orbital_gap_ev": 10.13,
  "elements": ["C", "C", "C", "H", "H", "H", "H", "H", "H", "H", "H", "H", "N", "O"],
  "xyz": [[2.17, -0.40, -0.08], [0.08, 0.59, 0.09], [-1.44, 0.45, -0.28], [2.77, -1.18, -0.58], [2.19, -0.69, 0.99], [2.68, 0.62, -0.19], [0.41, 1.67, 0.03], [0.21, 0.36, 1.22], [-1.99, 1.27, 0.25], [-1.47, 0.75, -1.34], [-1.48, -1.52, 0.91], [-3.07, -0.75, -0.19], [-1.95, -0.90, -0.18], [0.89, -0.26, -0.64]]
}

run x wins, 0.123 eV ahead of the next structure.

Run w
{
  "formula": "C3H9NO",
  "method": "ωB97M-V with the def2-TZVPD basis set",
  "charge": 0,
  "orbital_gap_ev": 11.06,
  "smiles": "C=N.CCO",
  "elements": ["C", "N", "H", "H", "H", "C", "C", "O", "H", "H", "H", "H", "H", "H"],
  "xyz": [[-1.96, 0.42, 2.88], [-2.21, -0.82, 2.97], [-1.22, 0.90, 3.53], [-2.46, 1.09, 2.19], [-2.78, -1.12, 2.18], [1.21, -0.43, -2.42], [0.89, 0.41, -1.17], [1.97, 0.39, -0.24], [1.83, -1.27, -2.12], [0.31, -0.67, -2.97], [1.91, 0.10, -3.05], [0.09, -0.09, -0.64], [0.59, 1.40, -1.52], [1.83, -0.33, 0.39]]
}

Run x
{
  "formula": "C3H9NO",
  "method": "ωB97M-V with the def2-TZVPD basis set",
  "charge": 0,
  "orbital_gap_ev": 9.65,
  "smiles": "C=CO.CN",
  "elements": ["C", "C", "O", "H", "H", "H", "H", "C", "N", "H", "H", "H", "H", "H"],
  "xyz": [[-1.10, 0.08, -2.68], [-0.65, 1.14, -2.02], [-0.42, 1.22, -0.73], [-1.25, 0.27, -3.73], [-1.44, -0.84, -2.23], [-0.33, 2.01, -2.59], [-0.01, 1.17, 0.14], [0.48, -0.93, 2.46], [1.03, -0.11, 1.37], [0.58, -0.40, 3.41], [-0.56, -1.12, 2.25], [0.94, -1.90, 2.48], [0.67, -0.46, 0.49], [2.04, -0.15, 1.38]]
}

Run y
{
  "formula": "C3H9NO",
  "method": "ωB97M-V with the def2-TZVPD basis set",
  "charge": 0,
  "orbital_gap_ev": 10.28,
  "smiles": "COCCN",
  "elements": ["C", "O", "C", "C", "N", "H", "H", "H", "H", "H", "H", "H", "H", "H"],
  "xyz": [[2.24, -0.24, 0.07], [0.89, -0.31, -0.38], [0.09, 0.64, 0.26], [-1.31, 0.54, -0.23], [-1.93, -0.71, 0.15], [2.79, -1.12, -0.37], [2.35, -0.30, 1.21], [2.74, 0.72, -0.24], [0.45, 1.69, 0.04], [0.11, 0.51, 1.34], [-1.88, 1.47, 0.08], [-1.29, 0.56, -1.35], [-2.27, -0.73, 1.12], [-2.73, -0.95, -0.48]]
}

Run z
{
  "formula": "C3H9NO",
  "method": "ωB97M-V with the def2-TZVPD basis set",
  "charge": 0,
  "orbital_gap_ev": 10.20,
  "smiles": "NCCCO",
  "elements": ["N", "C", "C", "C", "O", "H", "H", "H", "H", "H", "H", "H", "H", "H"],
  "xyz": [[-1.62, -0.94, 0.28], [-1.07, 0.09, -0.61], [0.10, 0.89, -0.01], [1.23, 0.02, 0.51], [1.57, -1.01, -0.40], [-1.76, -0.52, 1.20], [-0.91, -1.65, 0.37], [-0.76, -0.37, -1.55], [-1.89, 0.78, -0.87], [-0.24, 1.50, 0.86], [0.47, 1.63, -0.74], [2.10, 0.67, 0.75], [0.94, -0.50, 1.44], [1.84, -0.58, -1.23]]
}

run z wins, 0.605 eV ahead of the next structure.